# 1
54
Properties=species:S:1:pos:R:3:mulliken_charge:R:1 method="wB97M-V/def2-TZVPD" lumo_ev=0.355 orbital_gap_ev=7.1 relative_energy_kcal_mol=490.99
S 3.51734 -1.37442 -0.30366 -0.307
O -2.68153 -0.39440 1.08343 -0.419
O 1.37151 -3.53607 -2.69178 -0.816
O -0.84318 2.39385 -2.84732 -0.314
O -1.39519 3.33852 2.45560 -0.538
O -0.86276 -0.26472 2.92577 -0.804
O 1.93705 0.53900 -0.38547 -0.377
N 1.90618 -0.48184 -2.36870 -0.878
N -0.75838 -1.68053 1.07008 0.336
N 0.94797 -3.15002 -0.62026 0.139
N 1.11276 0.40878 -2.21993 -0.055
C -3.57970 0.48555 2.09418 0.096
C 2.54087 -0.35886 -1.02077 0.692
C 0.61474 -1.65202 1.53703 -0.125
C -1.17188 3.13199 1.25935 0.113
C -1.98761 3.79146 0.20925 -0.539
C 3.46000 -2.91325 -1.23411 -1.175
C -0.35749 2.05584 0.69147 0.626
C -1.33044 -0.72676 1.82303 0.582
C 1.38081 -3.03356 0.87035 -1.340
C -2.06684 3.36344 -0.88825 -0.527
C 1.82865 -3.24929 -1.39118 0.878
C 0.06706 1.99763 -0.56708 0.100
C -1.06425 -1.99452 -0.29942 -0.676
C -4.20335 -0.35272 3.17523 -1.301
C 0.90117 1.01542 -1.06038 0.930
C -0.16344 2.90523 3.62463 -0.609
C -0.46585 -3.42216 -0.67656 -1.377
C -1.86155 2.81463 -3.72000 -0.968
C -0.86980 2.61097 -1.54816 0.268
H 2.36337 -3.24294 1.13805 0.544
H -2.12610 -1.87562 -0.36184 0.653
H -4.31009 0.84096 1.41931 0.435
H -2.95736 1.22579 2.50060 -0.013
H -1.69456 4.03342 -3.90000 0.337
H 3.85215 -3.56291 -0.73654 0.799
H -0.94372 -4.08872 -0.05593 0.408
H 0.82919 1.72275 1.47186 -0.081
H -0.42221 1.68887 3.50749 0.257
H -0.49918 -3.53828 -1.68812 0.712
H -4.72116 -1.11266 2.66485 0.378
H -0.56692 3.36678 4.48931 0.275
H -2.83427 4.25214 0.95707 0.190
H 0.72353 -4.02308 1.51878 0.282
H -2.83405 2.59198 -3.52308 0.427
H -2.66590 3.93796 -1.70243 0.289
H 3.88306 -2.85140 -2.24597 0.377
H 1.29898 -0.74926 1.17837 -0.206
H 0.72430 -1.68189 2.60055 0.696
H -1.55549 2.45283 -4.85510 0.228
H -3.59638 -0.84705 3.85509 0.386
H -5.14702 0.28537 3.67398 0.289
H -0.64464 -1.27409 -0.77872 0.300
H 0.78664 2.99003 3.37221 0.420

# 2
69
Properties=species:S:1:pos:R:3:mulliken_charge:R:1 method="wB97M-V/def2-TZVPD" total_charge=-1 lumo_ev=1.513 orbital_gap_ev=6.2
Al -0.43694 7.06047 -1.38306 -0.732
F -0.31767 -9.61266 1.01071 -0.219
F 0.91418 -0.52038 -0.83600 -0.287
F 0.19293 -6.83561 3.16465 -0.270
F 2.01799 -9.98132 0.58555 -0.196
F -0.19876 -4.11778 3.34510 -0.270
F -2.07192 -2.22256 0.05729 -0.244
F -0.23106 2.09447 -0.84810 -0.271
F 2.08155 -12.12975 3.42282 -0.296
F 0.56305 -2.65794 -1.03010 -0.283
F 1.89735 -12.15598 0.57782 -0.257
F -1.61415 -1.14620 -1.76886 -0.287
F -2.18287 -5.23546 1.62966 -0.284
F -0.76630 -7.51989 0.66146 -0.263
F -1.36188 -2.65998 2.24433 -0.278
F -2.04453 3.40387 -1.89862 -0.225
F -2.20712 2.50470 0.42692 -0.306
F 1.69423 -7.73597 1.87408 -0.312
F 0.30096 -11.18834 2.62724 -0.265
F -1.11110 -4.42014 -0.08216 -0.258
O 1.39017 6.64978 -5.10348 -0.623
O 0.77235 -3.09506 1.62429 -0.392
O 1.97733 -9.90746 3.45053 -0.413
O 2.50189 7.40606 -0.93985 -0.369
O -1.76732 9.07123 -3.15476 -0.368
C -1.31502 3.11499 -0.62641 0.688
C 1.22997 7.51314 -0.20985 -0.307
C -1.36190 8.85218 -1.75815 -0.184
C 0.89127 -9.00771 3.69378 -0.976
C 1.64814 -11.06911 2.69042 0.743
C 0.00469 5.94036 -3.04207 0.163
C 1.41483 6.31694 -3.78787 -0.140
C -2.88351 8.19449 -3.54710 -0.421
C 2.85115 8.64775 -1.64736 -0.530
C -0.96359 -4.80281 1.21250 0.437
C -1.60838 5.82751 -0.16311 -0.385
C 0.55765 -8.01449 2.56802 1.117
C -0.67450 4.46429 0.06213 -0.568
C -1.27813 -1.25258 -0.45355 0.261
C 2.31814 -11.09043 1.30952 0.205
C -0.45424 -3.65313 2.09288 0.780
C 0.20480 -1.56518 -0.30315 0.977
C -0.57363 -8.44370 1.64314 0.130
C 0.68829 -1.74910 1.14514 -0.888
H -2.24461 8.99218 -0.97207 0.222
H -1.53554 -0.30575 0.02689 0.171
H -2.65135 7.04170 -3.46579 0.091
H 1.12608 8.60829 0.22658 0.309
H 1.22749 -8.40386 4.54785 0.448
H -0.82837 5.91697 -3.87066 0.214
H 3.40549 -11.14383 1.40229 0.236
H 0.15525 -1.09752 1.84768 0.324
H -2.63748 5.60323 -0.67726 0.252
H 0.00177 -9.53111 4.06404 0.356
H -1.51577 -8.54345 2.18720 0.294
H 3.88238 9.06876 -1.24589 0.240
H 0.11255 4.81152 -2.66877 -0.025
H -3.86690 8.36667 -2.89463 0.218
H 1.72562 -1.38807 1.17190 0.445
H -0.27208 -5.64847 1.23347 0.013
H -1.68820 6.38280 0.86442 0.251
H 2.98875 8.41872 -2.79876 0.221
H 2.03515 9.50116 -1.56598 0.183
H -0.50530 4.23684 1.19745 0.341
H -0.58466 9.71707 -1.49635 0.139
H 1.25799 6.78497 0.72342 0.169
H -3.16356 8.45361 -4.67199 0.207
H 0.41213 4.61046 -0.40993 0.194
H 2.47481 6.27561 -3.29155 0.356

# 3
60
Properties=species:S:1:pos:R:3:mulliken_charge:R:1 method="wB97M-V/def2-TZVPD" total_charge=-2 lumo_ev="3.444 / 3.444" orbital_gap_ev="4.8 / 4.8" relative_energy_kcal_mol=0.00 multiplicity=6
Dy -1.48753 -0.82093 -1.10220 0.754
Sb -5.21665 -0.25857 -1.35992 0.277
Se 0.95394 -0.63787 5.03163 0.017
Se 0.32915 2.28458 2.52743 0.332
Cl 0.94262 -0.95654 -3.79623 -0.192
Cl 1.08151 -6.17036 -5.01511 -0.234
Cl -2.20533 -4.41320 -1.12836 -0.186
Cl 1.80743 -3.25921 -5.64705 -0.217
Cl -1.08424 -6.73199 -2.98145 -0.220
S -4.01905 -1.84213 0.35191 -0.437
S -6.57315 -1.71947 -2.54434 -0.772
S -2.62926 -0.56102 1.26369 -0.369
S -3.25710 0.14109 -2.79712 -0.570
Si -0.32977 2.73400 -1.79266 -0.071
N -0.08531 1.18299 -1.05145 0.617
N 0.67210 -0.67585 -0.01529 0.402
C 3.32378 -0.03472 -0.38746 -0.865
C -0.44866 -5.12970 -3.02095 -0.226
C 2.98404 -1.16744 0.33961 -0.912
C -0.18300 2.63761 -3.67849 -0.937
C -1.93864 3.57878 -1.32200 -0.819
C 0.38520 -2.55115 -3.38512 0.503
C 1.63567 -1.45994 0.48668 0.684
C -0.70647 1.62453 4.03196 -0.572
C -0.91003 -4.07888 -2.21682 0.732
C -0.48961 -2.76394 -2.30558 -0.683
C 0.97407 0.49527 -0.65556 0.163
C 1.04722 3.84798 -1.11582 -1.172
C 0.51156 -4.89038 -3.96649 0.341
C -0.61730 -1.64795 4.50614 -0.669
C 2.37230 0.84053 -0.86905 -0.441
C 0.87384 -3.59081 -4.23360 -0.365
C 1.29686 3.56202 3.65426 -1.223
C -0.05994 0.99645 5.19289 -0.984
C 1.17064 -2.77866 1.09232 -1.435
H 1.94238 3.77827 -1.79701 0.286
H -1.92182 3.98313 -0.25937 0.164
H 1.58334 -2.74165 2.11708 0.319
H 0.90953 4.90079 -0.93429 0.411
H 0.62813 1.73226 5.71383 0.292
H -1.25813 2.46833 4.43121 0.400
H 1.63194 4.38834 3.03308 0.324
H 0.10065 -2.75107 0.97591 0.153
H -2.80419 2.96216 -1.48222 0.275
H -0.83890 0.70513 5.91559 0.474
H -0.67434 1.77335 -4.09513 0.287
H -0.69780 -1.48128 3.38274 -0.012
H 0.54908 3.92396 4.32408 0.346
H -1.46476 -1.23386 5.03386 0.305
H -0.57523 3.55997 -4.23539 0.275
H 4.33812 0.17401 -0.53820 0.501
H 1.38657 3.47094 -0.15087 0.260
H 2.05912 3.17443 4.29128 0.344
H -1.98231 4.38294 -2.07745 0.266
H -1.39786 0.92036 3.62654 0.187
H 3.79672 -1.68170 0.75733 0.479
H -0.60174 -2.72900 4.56031 0.383
H 0.86314 2.41866 -3.93714 0.256
H 2.63755 1.74127 -1.37341 0.406
H 1.66992 -3.62485 0.62724 0.372